Density functional theory data (ωB97M-V/def2-TZVPD) for NO3S2 as an isolated structure at a distorted geometry.

Values from the calculation:
* LUMO energy: 3.64 eV
* charge: -1
* total energy: -29303.01925 eV
* HOMO energy: -4.6280 eV

Geometry (Å):
N  -1.888  2.424  0.104
O  -0.401  -2.301  0.137
O  0.022  0.494  0.355
O  1.720  -1.778  -0.914
S  -0.518  1.976  -0.124
S  0.822  -1.566  0.244